## 1
The following is a quantum chemistry calculation of 2 unconnected molecules or ions with the total composition C3H7NO3, from OMol25.

Computed properties:
lowest unoccupied orbital energy: 0.0040 hartree
SMILES: CC(=O)O.NC=O
frontier orbital gap: 0.358 Eh

Each atom is followed by the atoms it is bonded to, with distances in Å.
Element x y z (Å)
1 O -0.78 0.88 -1.63  C5 1.356, H11 0.969
2 O -0.08 1.37 0.46  C5 1.267
3 O 2.02 -2.11 -0.25  C6 1.196
4 N 1.99 -0.01 0.80  C6 1.308, H8 1.009, H10 1.183
5 C -0.68 0.56 -0.31  O1 1.356, O2 1.267, C7 1.507
6 C 1.62 -1.02 0.06  O3 1.196, N4 1.308, H14 1.249
7 C -1.89 -0.21 0.15  C5 1.507, H9 1.091, H12 1.087, H13 1.087
8 H 2.88 -0.06 1.27  N4 1.009
9 H -2.74 0.47 0.21  C7 1.091
10 H 1.16 0.83 0.81  N4 1.183
11 H -0.15 1.58 -1.83  O1 0.969
12 H -1.71 -0.62 1.14  C7 1.087
13 H -2.13 -0.99 -0.56  C7 1.087
14 H 0.48 -0.66 -0.32  C6 1.249

List of Mulliken charges in e, atom by atom: -0.430 -0.651 -0.538 -0.323 0.737 0.312 -1.079 0.186 0.335 0.379 0.363 0.310 0.359 0.041

***

## 2
The following is a quantum chemistry calculation of C3H7NO3 in the gas phase, from OMol25.

Computed properties:
lowest unoccupied orbital energy: -0.0014 hartree
SMILES: CC(C)(O)[N+](=O)[O-]
frontier orbital gap: 0.406 Eh

Each atom is followed by the atoms it is bonded to, with distances in Å.
Element x y z (Å)
1 O -0.62 0.62 -1.53  C6 1.527, H11 1.022
2 O 0.22 0.84 1.93  N4 1.198
3 O 0.03 2.23 0.36  N4 1.221
4 N 0.02 1.08 0.77  O2 1.198, O3 1.221, C6 1.483
5 C 1.38 -0.38 -0.33  C6 1.526, H9 1.134, H10 1.073, H14 1.100
6 C -0.09 0.01 -0.24  O1 1.527, N4 1.483, C5 1.526, C7 1.556
7 C -1.13 -1.06 0.22  C6 1.556, H8 1.092, H12 1.090, H13 1.128
8 H -1.89 -0.53 0.79  C7 1.092
9 H 1.44 -1.32 -0.96  C5 1.134
10 H 1.61 -0.48 0.71  C5 1.073
11 H -0.57 1.58 -1.17  O1 1.022
12 H -1.60 -1.26 -0.75  C7 1.090
13 H -0.76 -1.78 0.99  C7 1.128
14 H 1.97 0.43 -0.79  C5 1.100

List of Mulliken charges in e, atom by atom: -0.561 -0.545 -0.650 0.915 -1.333 0.981 -1.343 0.357 0.325 0.427 0.420 0.386 0.310 0.311

***

Of them, 1 has the highest stability.

***

## 1
The following is a quantum chemistry calculation of 2 unconnected molecules or ions with the total composition C6H15N2, from OMol25.

Computed properties:
lowest unoccupied orbital energy: -0.2522 hartree
charge: +1
frontier orbital gap: 0.248 Eh

Each atom is followed by the atoms it is bonded to, with distances in Å.
Element x y z (Å)
1 N -1.50 -0.97 -0.71  C5 1.487, C8 1.502, H21 1.016
2 N -2.92 1.74 0.49  H11 1.013, H15 1.008, H17 1.016
3 C 0.38 0.66 -0.61  C6 1.451, C8 1.433, H19 1.087
4 C 2.22 -0.29 0.74  C6 1.532, C7 1.321, H20 1.083
5 C -1.30 -1.38 0.71  N1 1.487, H9 1.091, H14 1.088, H22 1.085
6 C 1.82 0.64 -0.41  C3 1.451, C4 1.532, H16 1.095, H18 1.091
7 C 3.24 -1.12 0.62  C4 1.321, H10 1.079, H23 1.086
8 C -0.31 -0.34 -1.37  N1 1.502, C3 1.433, H12 1.084, H13 1.104
9 H -1.73 -0.66 1.41  C5 1.091
10 H 3.62 -1.81 1.36  C7 1.079
11 H -3.43 2.39 1.07  N2 1.013
12 H 0.33 -1.16 -1.67  C8 1.084
13 H -0.76 0.25 -2.18  C8 1.104
14 H -0.23 -1.47 0.92  C5 1.088
15 H -1.94 1.92 0.59  N2 1.008
16 H 2.29 0.32 -1.35  C6 1.095
17 H -3.18 1.97 -0.47  N2 1.016
18 H 2.21 1.64 -0.25  C6 1.091
19 H -0.14 1.57 -0.33  C3 1.087
20 H 1.59 -0.23 1.62  C4 1.083
21 H -2.29 -0.33 -0.76  N1 1.016
22 H -1.83 -2.31 0.83  C5 1.085
23 H 3.86 -1.05 -0.27  C7 1.086

List of Mulliken charges in e, atom by atom: -0.278 -0.606 0.143 -0.125 -0.746 -0.589 -0.823 -0.571 0.277 0.302 0.264 0.339 0.343 0.273 0.128 0.400 0.242 0.416 0.285 0.435 0.359 0.300 0.231

***

## 2
The following is a quantum chemistry calculation of 2 unconnected molecules or ions with the total composition C6H15N2, from OMol25.

Computed properties:
lowest unoccupied orbital energy: -0.1283 hartree
charge: +1
frontier orbital gap: 0.340 Eh

Each atom is followed by the atoms it is bonded to, with distances in Å.
Element x y z (Å)
1 N 1.02 1.02 1.81  C5 1.344, H12 1.016, H15 0.997
2 N 2.23 -0.68 0.67  C3 1.508, C5 1.315, H20 1.039
3 C 2.26 -1.95 -0.14  N2 1.508, H10 1.092, H17 1.106, H18 1.109
4 C -0.85 2.31 -1.39  C8 1.370, H13 1.096, H22 1.096
5 C 1.13 -0.14 1.13  N1 1.344, N2 1.315, H9 1.100
6 C -1.45 -0.12 -0.98  C7 1.551, C8 1.511, H11 1.095, H23 1.110
7 C -2.07 -0.71 0.31  C6 1.551, H14 1.104, H16 1.107, H21 1.107
8 C -1.79 1.34 -1.14  C4 1.370, C6 1.511, H19 1.087
9 H 0.21 -0.72 0.96  C5 1.100
10 H 2.92 -2.63 0.40  C3 1.092
11 H -0.36 -0.24 -0.94  C6 1.095
12 H 1.85 1.59 1.93  N1 1.016
13 H -1.10 3.38 -1.43  C4 1.096
14 H -1.90 -0.07 1.20  C7 1.104
15 H 0.14 1.48 1.86  N1 0.997
16 H -3.16 -0.77 0.17  C7 1.107
17 H 1.24 -2.37 -0.20  C3 1.106
18 H 2.68 -1.75 -1.15  C3 1.109
19 H -2.83 1.65 -1.00  C8 1.087
20 H 3.16 -0.26 0.87  N2 1.039
21 H -1.70 -1.72 0.57  C7 1.107
22 H 0.17 2.00 -1.63  C4 1.096
23 H -1.81 -0.66 -1.88  C6 1.110

List of Mulliken charges in e, atom by atom: -0.336 -0.178 -0.721 -0.782 0.097 0.093 -1.253 -0.193 0.340 0.349 0.038 0.238 0.270 0.318 0.272 0.355 0.300 0.282 0.324 0.253 0.387 0.235 0.312

***

## 3
The following is a quantum chemistry calculation of 5 unconnected molecules or ions with the total composition C6H15N2, from OMol25.

Computed properties:
lowest unoccupied orbital energy: -0.2764 hartree
charge: +1
frontier orbital gap: 0.188 Eh

Each atom is followed by the atoms it is bonded to, with distances in Å.
Element x y z (Å)
1 N -1.36 -0.03 -0.05  C3 1.421, C7 1.487
2 N -0.55 0.96 2.88  H13 1.021, H17 1.027, H23 0.997
3 C -1.30 -0.98 -1.10  N1 1.421, C6 1.551, H16 1.167, H20 1.145
4 C 5.36 -0.76 -0.13  C5 1.381, H10 1.178
5 C 4.44 -0.39 -1.09  C4 1.381
6 C -2.15 -0.64 -2.35  C3 1.551, C8 1.519, H14 1.112, H19 1.059
7 C -1.87 1.10 -0.88  N1 1.487, C8 1.494, H12 1.132, H22 1.095
8 C -1.76 0.83 -2.34  C6 1.519, C7 1.494, H9 1.064, H18 1.123
9 H -2.34 1.35 -3.07  C8 1.064
10 H 4.89 -0.84 0.94  C4 1.178
11 H 1.52 -0.77 4.71  H21 0.768
12 H -1.32 2.03 -0.53  C7 1.132
13 H -0.94 0.34 2.16  N2 1.021
14 H -3.21 -0.85 -2.09  C6 1.112
15 H 6.62 -0.51 0.69  no bonds
16 H -1.09 -2.10 -0.82  C3 1.167
17 H -1.05 0.84 3.77  N2 1.027
18 H -0.67 0.91 -2.61  C8 1.123
19 H -1.88 -1.23 -3.18  C6 1.059
20 H -0.31 -0.40 -1.13  C3 1.145
21 H 1.44 -0.96 3.97  H11 0.768
22 H -2.92 1.27 -0.62  C7 1.095
23 H 0.44 0.84 2.87  N2 0.997

List of Mulliken charges in e, atom by atom: -0.021 -0.624 -0.194 -0.385 -0.116 -0.438 -0.584 -0.641 0.402 0.171 0.123 0.350 0.248 0.311 0.332 0.405 0.254 0.275 0.377 0.308 -0.123 0.377 0.192

***

## 4
The following is a quantum chemistry calculation of a gas-phase ion, C6H15N2 (charge +1), from OMol25.

Computed properties:
lowest unoccupied orbital energy: -0.1228 hartree
charge: +1
SMILES: C=CCCNCC[NH3+]
frontier orbital gap: 0.332 Eh

Each atom is followed by the atoms it is bonded to, with distances in Å.
Element x y z (Å)
1 N 2.74 -1.14 -1.08  C7 1.615, H10 0.962, H18 0.997, H20 1.001
2 N 0.22 0.00 -1.12  C4 1.548, C8 1.560, H13 1.016
3 C -3.61 0.42 1.71  C6 1.363, H11 1.058, H14 1.090
4 C 1.30 0.75 -0.31  N2 1.548, C7 1.445, H9 1.063, H21 1.209
5 C -1.08 -0.13 1.11  C6 1.546, C8 1.598, H15 1.167, H23 1.096
6 C -2.53 -0.40 1.57  C3 1.363, C5 1.546, H16 1.185
7 C 2.62 0.45 -0.81  N1 1.615, C4 1.445, H17 1.131, H19 1.109
8 C -1.19 0.04 -0.47  N2 1.560, C5 1.598, H12 1.188, H22 1.111
9 H 1.05 0.61 0.72  C4 1.063
10 H 3.53 -1.37 -1.58  N1 0.962
11 H -3.58 1.47 1.75  C3 1.058
12 H -1.79 -0.89 -0.93  C8 1.188
13 H 0.15 0.29 -2.09  N2 1.016
14 H -4.60 -0.03 1.85  C3 1.090
15 H -0.40 -1.02 1.45  C5 1.167
16 H -2.73 -1.55 1.39  C6 1.185
17 H 3.48 0.62 -0.09  C7 1.131
18 H 2.85 -1.60 -0.20  N1 0.997
19 H 2.85 0.99 -1.75  C7 1.109
20 H 1.82 -1.33 -1.42  N1 1.001
21 H 1.29 1.95 -0.45  C4 1.209
22 H -1.62 1.01 -0.78  C8 1.111
23 H -0.77 0.83 1.54  C5 1.096

List of Mulliken charges in e, atom by atom: -0.294 -0.423 -0.710 -0.417 -0.497 -0.321 -0.628 -0.366 0.483 0.307 0.296 0.290 0.225 0.244 0.257 0.211 0.354 0.328 0.364 0.373 0.241 0.298 0.386

***

Of them, 2 has the highest stability.

***

## 1
The following is a quantum chemistry calculation of C4H5NO in the gas phase, from OMol25.

Computed properties:
lowest unoccupied orbital energy: 0.0198 hartree
SMILES: C/C=N/C=C=O
frontier orbital gap: 0.331 Eh

Each atom is followed by the atoms it is bonded to, with distances in Å.
Element x y z (Å)
1 O -3.30 0.90 0.08  C5 1.183
2 N -0.26 -0.87 -0.04  C3 1.413, C4 1.292
3 C -1.66 -0.95 -0.23  N2 1.413, C5 1.314, H9 1.131
4 C 0.48 0.19 -0.10  N2 1.292, C6 1.563, H10 1.070
5 C -2.48 0.05 0.03  O1 1.183, C3 1.314
6 C 1.99 0.28 0.26  C4 1.563, H7 1.032, H8 1.173, H11 1.098
7 H 2.36 -0.40 -0.42  C6 1.032
8 H 2.51 1.32 0.10  C6 1.173
9 H -2.20 -1.89 -0.53  C3 1.131
10 H 0.25 1.16 -0.48  C4 1.070
11 H 2.29 0.21 1.32  C6 1.098

List of Mulliken charges in e, atom by atom: -0.381 -0.532 -0.322 0.117 0.580 -0.920 0.274 0.267 0.285 0.344 0.288

***

## 2
The following is a quantum chemistry calculation of C4H5NO in the gas phase, from OMol25.

Computed properties:
lowest unoccupied orbital energy: 0.0303 hartree
SMILES: C[C@H]1O[C@H]1C#N
frontier orbital gap: 0.425 Eh

Each atom is followed by the atoms it is bonded to, with distances in Å.
Element x y z (Å)
1 O 0.89 -1.00 -0.82  C3 1.584, C4 1.380
2 N -0.39 2.34 -1.34  C6 1.156
3 C 0.38 -0.30 0.50  O1 1.584, C4 1.452, C5 1.491, H9 1.107
4 C 1.07 0.35 -0.59  O1 1.380, C3 1.452, C6 1.446, H11 1.088
5 C -1.06 -0.68 0.57  C3 1.491, H7 1.097, H8 1.089, H10 1.093
6 C 0.29 1.43 -1.16  N2 1.156, C4 1.446
7 H -1.03 -1.74 0.87  C5 1.097
8 H -1.49 -0.63 -0.42  C5 1.089
9 H 0.87 -0.18 1.49  C3 1.107
10 H -1.66 -0.14 1.31  C5 1.093
11 H 2.12 0.56 -0.41  C4 1.088

List of Mulliken charges in e, atom by atom: -0.438 -0.397 0.093 0.033 -1.134 0.160 0.311 0.331 0.322 0.347 0.370

***

## 3
The following is a quantum chemistry calculation of C4H5NO in the gas phase, from OMol25.

Computed properties:
lowest unoccupied orbital energy: 0.0166 hartree
SMILES: Cc1ncco1
frontier orbital gap: 0.345 Eh

Each atom is followed by the atoms it is bonded to, with distances in Å.
Element x y z (Å)
1 O -0.13 -0.77 -1.00  C4 1.343, C6 1.383
2 N -0.36 1.33 -0.23  C3 1.365, C6 1.312
3 C -1.45 0.58 0.12  N2 1.365, C4 1.364, H7 1.078
4 C -1.24 -0.71 -0.25  O1 1.343, C3 1.364, H10 1.074
5 C 1.58 0.05 0.17  C6 1.489, H8 1.088, H9 1.090, H11 1.154
6 C 0.47 0.45 -0.74  O1 1.383, N2 1.312, C5 1.489
7 H -2.25 1.00 0.71  C3 1.078
8 H 2.25 -0.72 -0.21  C5 1.088
9 H 2.09 0.88 0.66  C5 1.090
10 H -1.78 -1.63 -0.11  C4 1.074
11 H 0.82 -0.48 0.87  C5 1.154

List of Mulliken charges in e, atom by atom: -0.297 -0.510 -0.246 -0.235 -0.702 0.434 0.383 0.271 0.305 0.370 0.227

***

Of them, 3 has the highest stability.

***

## 1
The following is a quantum chemistry calculation of 2 unconnected molecules or ions with the total composition C2H8N2O2, from OMol25.

Computed properties:
lowest unoccupied orbital energy: 0.0207 hartree
SMILES: NCNC=O.O
frontier orbital gap: 0.379 Eh

Each atom is followed by the atoms it is bonded to, with distances in Å.
Element x y z (Å)
1 O -2.94 1.67 -0.67  H11 0.965, H14 0.959
2 O 1.48 -1.38 1.82  C6 1.209
3 N 0.56 0.61 -1.71  C5 1.456, H9 1.017, H13 1.017
4 N 0.08 -0.33 0.40  C5 1.448, C6 1.352, H8 1.012
5 C 1.11 -0.18 -0.61  N3 1.456, N4 1.448, H10 1.087, H12 1.100
6 C 0.39 -0.93 1.57  O2 1.209, N4 1.352, H7 1.100
7 H -0.46 -0.94 2.27  C6 1.100
8 H -0.85 -0.01 0.17  N4 1.012
9 H -0.09 0.02 -2.21  N3 1.017
10 H 1.96 0.29 -0.14  C5 1.087
11 H -2.24 2.32 -0.83  O1 0.965
12 H 1.46 -1.16 -0.96  C5 1.100
13 H 1.31 0.73 -2.38  N3 1.017
14 H -2.99 1.10 -1.44  O1 0.959

List of Mulliken charges in e, atom by atom: -0.666 -0.563 -0.625 -0.052 -0.350 0.006 0.345 0.212 0.223 0.319 0.332 0.256 0.252 0.312

***

## 2
The following is a quantum chemistry calculation of 2 unconnected molecules or ions with the total composition C2H8N2O2, from OMol25.

Computed properties:
lowest unoccupied orbital energy: 0.0197 hartree
SMILES: NCNC=O.O
frontier orbital gap: 0.360 Eh

Each atom is followed by the atoms it is bonded to, with distances in Å.
Element x y z (Å)
1 O 2.56 2.27 -0.58  H8 0.942, H12 0.984
2 O -2.47 0.01 -0.40  C5 1.277
3 N -0.19 0.08 -0.08  C5 1.350, C6 1.535, H13 1.074
4 N 0.79 -2.17 0.83  C6 1.515, H9 0.985, H11 1.041
5 C -1.33 0.54 -0.62  O2 1.277, N3 1.350, H10 1.126
6 C -0.25 -1.07 0.94  N3 1.535, N4 1.515, H7 1.141, H14 1.104
7 H -1.20 -1.68 0.77  C6 1.141
8 H 3.38 2.31 -1.04  O1 0.942
9 H 0.62 -2.88 1.49  N4 0.985
10 H -1.30 1.43 -1.31  C5 1.126
11 H 0.50 -2.68 -0.03  N4 1.041
12 H 2.17 3.17 -0.66  O1 0.984
13 H 0.72 0.54 -0.43  N3 1.074
14 H -0.31 -0.58 1.93  C6 1.104

List of Mulliken charges in e, atom by atom: -0.638 -0.611 -0.092 -0.655 0.085 -0.423 0.289 0.312 0.264 0.314 0.276 0.322 0.226 0.330

***

Of them, 1 has the highest stability.